Formula: C16H40N6O5PS4
Source: the Open Molecules 2025 dataset
Level of theory: ωB97M-V/def2-TZVPD

```
72
C16H40N6O5PS4 ωB97M-V/def2-TZVPD
C 6.6033 1.5695 -0.0188
C 5.4359 2.2316 -0.7826
N 5.6298 3.6751 -0.8490
S 4.7499 4.4415 -2.0363
O 4.6239 3.6147 -3.2105
O 5.5002 5.6469 -2.3078
N 3.3866 4.7545 -1.2598
S 2.0738 4.7921 -2.1833
O 1.4524 3.5005 -2.4107
O 2.2195 5.5330 -3.4181
C 1.0110 5.8216 -1.1724
C 0.9086 5.3563 0.2866
C -0.0838 4.2200 0.5653
S -1.6639 4.3792 -0.3407
C -2.3581 2.7087 -0.4435
S -3.3082 2.2118 0.7708
N -2.1280 1.8372 -1.5312
C -2.6178 2.3575 -2.8200
C -1.7010 3.3173 -3.5857
C -0.7252 1.3808 -1.5977
C -0.4636 0.3780 -0.4578
H 7.3142 1.1744 -0.7490
H 6.2535 0.7202 0.5667
H 7.1423 2.2828 0.6058
H 5.4110 1.7782 -1.7762
H 4.5039 1.9840 -0.2730
H 6.6008 3.9483 -0.8980
H 1.5219 6.7862 -1.1658
H 0.0625 5.9793 -1.6801
H 1.8985 4.9701 0.5433
H 0.7520 6.2298 0.9212
H 0.3569 3.2350 0.4242
H -0.3378 4.2637 1.6283
H -2.7471 1.4788 -3.4632
H -3.6182 2.7843 -2.7219
H -1.4836 4.2414 -3.0567
H -0.7475 2.8765 -3.8720
H -2.2115 3.6025 -4.5128
H -0.5087 0.9124 -2.5539
H -0.0598 2.2292 -1.4298
H 0.2144 -0.4208 -0.7659
H -1.3841 -0.1188 -0.1415
H -0.0570 0.8629 0.4316
O -2.1649 -2.4946 1.4832
P -2.3549 -3.9380 1.8519
N -0.8652 -4.2973 2.6464
C 0.3826 -4.6724 2.0137
C -0.6475 -3.5602 3.8885
N -2.5042 -4.6007 0.2503
C -1.3402 -4.7857 -0.6069
C -3.5630 -3.9196 -0.4905
N -3.2004 -5.3278 2.4919
C -4.0687 -5.0797 3.6410
C -2.5875 -6.6208 2.5232
H 1.0656 -5.0743 2.7668
H 0.8748 -3.8280 1.5118
H 0.2501 -5.4748 1.2927
H -0.6805 -4.2385 4.7500
H -1.4113 -2.7945 4.0424
H 0.3164 -3.0475 3.8898
H -0.6599 -3.9244 -0.6036
H -1.6554 -4.9555 -1.6372
H -0.7834 -5.6804 -0.3257
H -3.2395 -2.9432 -0.8672
H -4.4358 -3.7547 0.1478
H -3.8889 -4.5354 -1.3309
H -3.5066 -4.9925 4.5840
H -4.8040 -5.8801 3.7518
H -4.6275 -4.1519 3.4976
H -1.8781 -6.7349 3.3548
H -2.0750 -6.8431 1.5874
H -3.3691 -7.3775 2.6366
```

Summary:
total charge = -1
E_HOMO = -5.46 eV
molar mass = 555.8 g mol⁻¹
electronic energy = -89047.0865 eV


Formula: C45H39BrN4O2PSc
Source: the Open Molecules 2025 dataset
Level of theory: ωB97M-V/def2-TZVPD

```
93
C45H39BrN4O2PSc ωB97M-V/def2-TZVPD
Sc -0.0319 0.2792 0.3720
C -1.5506 -0.6598 -3.1632
C -2.5868 -0.8315 -2.2517
C -2.3540 -1.4846 -1.0479
C -1.0764 -1.9594 -0.7483
C -0.0362 -1.7786 -1.6699
C -0.2760 -1.1289 -2.8730
H -1.7405 -0.1731 -4.1122
H -3.5860 -0.4846 -2.4911
H -3.1757 -1.6799 -0.3703
H -0.9217 -2.6033 0.1115
H 0.9289 -2.2357 -1.4903
H 0.5235 -1.0137 -3.5937
Br -7.6316 -0.5236 -3.8959
C -6.9285 1.1120 -3.2889
C -7.6035 1.8279 -2.3147
C -7.0892 3.0426 -1.8872
C -5.8752 3.4988 -2.3782
C -5.2166 2.7836 -3.3769
C -5.7528 1.5949 -3.8447
N -5.4247 4.7725 -1.8626
N -4.2218 5.0005 -1.6465
C -3.2196 3.9837 -1.5759
C -2.1189 4.0792 -2.3802
C -1.0546 3.1624 -2.2808
C -1.0600 2.1876 -1.3316
O -0.0251 1.3120 -1.1503
C -2.1547 2.1025 -0.4468
N -2.0959 1.1331 0.5373
C -3.1170 1.0027 1.3629
C -4.2352 1.8359 1.3227
C -4.2858 2.8367 0.3881
C -3.2460 2.9852 -0.5559
H -8.5295 1.4458 -1.9072
H -7.6142 3.6369 -1.1474
H -4.3194 3.1802 -3.8275
H -5.2696 1.0493 -4.6450
H -2.0928 4.8571 -3.1343
H -0.2095 3.2267 -2.9574
H -3.0463 0.2195 2.1092
H -5.0337 1.6937 2.0375
H -5.1220 3.5219 0.3870
C 2.3424 3.7305 1.0791
C 0.8144 3.7314 1.0693
C 0.2352 5.1407 1.1709
C 0.2222 2.8473 2.1703
C 0.6148 3.2941 3.5775
O 1.4476 2.2133 4.0596
C 1.4393 1.2249 3.1873
N 0.7373 1.4356 2.1102
C 2.2250 0.0485 3.6324
C 2.7535 0.1393 4.9259
C 3.4884 -0.8917 5.4812
C 3.7051 -2.0444 4.7493
C 3.1883 -2.1491 3.4664
C 2.4592 -1.1183 2.8830
P 1.9037 -1.3749 1.1561
C 1.6466 -3.1640 1.0664
C 2.3337 -3.9790 0.1749
C 2.0712 -5.3449 0.1471
C 1.1280 -5.8927 1.0019
C 0.4320 -5.0783 1.8912
C 0.6835 -3.7174 1.9173
C 3.3639 -0.9677 0.1564
C 3.2227 -0.0624 -0.8986
C 4.3099 0.2708 -1.6946
C 5.5459 -0.3014 -1.4402
C 5.6991 -1.1951 -0.3856
C 4.6165 -1.5263 0.4118
H 2.7187 4.3906 0.2963
H 2.7486 2.7339 0.8929
H 2.7492 4.0904 2.0290
H 0.4911 3.3251 0.1123
H 0.5744 5.6620 2.0692
H -0.8599 5.1235 1.1811
H 0.5484 5.7365 0.3123
H -0.8603 2.8238 2.0663
H -0.2247 3.4073 4.2561
H 1.2134 4.1986 3.5931
H 2.5795 1.0314 5.5066
H 3.8787 -0.7931 6.4860
H 4.2703 -2.8661 5.1703
H 3.3468 -3.0673 2.9156
H 3.0786 -3.5605 -0.4921
H 2.6123 -5.9816 -0.5421
H 0.9314 -6.9572 0.9784
H -0.2979 -5.5087 2.5651
H 0.1488 -3.0850 2.6200
H 2.2661 0.3947 -1.1192
H 4.1916 0.9723 -2.5107
H 6.3949 -0.0508 -2.0630
H 6.6680 -1.6337 -0.1835
H 4.7546 -2.2149 1.2362
```

Summary:
energy relative to the best compared isomer or geometry (same formula, charge and spin) = 46.7 kJ/mol
total charge = +2
E_HOMO = -12.68 eV
molar mass = 823.7 g mol⁻¹
electronic energy = -157374.8196 eV


Formula: CHLiO2Pb
Source: the Open Molecules 2025 dataset
Level of theory: ωB97M-V/def2-TZVPD

```
6
CHLiO2Pb ωB97M-V/def2-TZVPD
H 0.0001 0.3981 -1.5927
O -0.2020 0.2675 -0.6956
C 0.9781 0.0634 -0.2784
O 1.7789 -0.2660 0.4520
Li -2.0748 -0.0084 0.0766
Pb -0.4803 -0.4545 2.0381
```

Summary:
energy relative to the best compared isomer or geometry (same formula, charge and spin) = 484.3 kJ/mol
total charge = +2
E_HOMO (spin up / spin down) = -17.95 / -16.91 eV
molar mass = 259.2 g mol⁻¹
electronic energy = -10577.9478 eV